# 1
{"formula": "C9H18ClIMgO7", "method": "wB97M-V/def2-TZVPD", "e_lumo_ev": 0.215, "energy_ev": -50030.5336, "multiplicity": 1, "e_above_lowest_kcal_mol": 0.1, "charge": 0, "symbols": ["H", "H", "H", "O", "H", "H", "O", "H", "H", "Mg", "I", "H", "H", "H", "O", "H", "C", "C", "H", "C", "C", "H", "O", "O", "H", "Cl", "H", "C", "H", "C", "O", "C", "O", "H", "H", "C", "C"], "xyz": [[-0.12503, -4.52026, 1.80778], [3.77181, 3.20183, 0.31712], [-1.61850, 4.02311, -2.11024], [1.96894, 3.94307, -0.33451], [1.49258, -1.00356, 3.34474], [-1.48468, -2.30266, -3.03534], [0.13071, -1.73373, -1.38966], [2.91230, 2.05468, -0.67303], [0.96387, 0.66006, 3.78504], [-0.01505, 0.54972, -1.15305], [-2.55432, 0.46392, -1.36620], [-1.07908, -1.13932, 3.26737], [2.16436, 0.38782, 2.47653], [0.32830, -5.16264, 0.23950], [-0.03488, -3.14191, 0.27322], [-2.11018, -3.88596, -3.32619], [0.71588, 3.63178, -0.59409], [-1.21579, -3.36150, -2.98641], [2.32648, 2.41724, 0.97554], [-1.22889, -0.44817, 2.43521], [0.15016, -0.04182, 1.97456], [-1.80315, -0.86789, 1.61846], [0.19566, 2.54900, -0.44286], [-0.88007, -3.70200, -1.65505], [-1.71879, 0.44996, 2.82440], [1.31186, 0.83161, -2.85506], [-0.43762, -3.60992, -3.70803], [1.28140, -0.00213, 2.97780], [-1.33505, -4.79824, 0.55644], [-1.33405, 4.57370, -1.21629], [0.08396, 4.69806, -1.03022], [-0.32188, -4.43676, 0.74312], [0.37703, 0.02835, 0.77961], [-1.74179, 4.05514, -0.34848], [-1.69950, 5.59388, -1.26675], [-0.21428, -2.79041, -0.97926], [2.77728, 2.83594, 0.07431]]}



# 2
{"formula": "C9H18ClNP", "method": "wB97M-V/def2-TZVPD", "e_lumo_ev": [-6.612, -7.267], "energy_ev": -32917.0110, "multiplicity": 1, "charge": 1, "symbols": ["C", "H", "P", "H", "H", "H", "N", "H", "H", "H", "C", "H", "C", "H", "C", "H", "H", "H", "C", "H", "Cl", "C", "H", "H", "C", "H", "H", "C", "H", "C"], "xyz": [[0.13603, -0.91627, -1.94236], [-0.63901, -1.22960, 2.66445], [0.32791, -0.52233, -0.15809], [0.21287, 2.38995, -0.44498], [-2.01097, -0.13553, 2.76508], [-2.57040, -1.48332, -0.60336], [-2.07164, 1.62252, -1.67211], [3.06165, -0.49809, 1.08418], [-0.64648, -1.67442, -2.02198], [0.47231, 2.21978, 1.29184], [-2.17472, -1.57028, 0.40544], [-3.02181, -1.59359, 1.08750], [-1.05350, -0.30166, 2.27544], [2.21295, 0.80101, -0.80927], [0.95018, 2.15522, 0.31849], [-0.39994, 0.52197, 2.55001], [3.23327, 1.22029, 1.46903], [1.72567, 2.92063, 0.28817], [2.51372, 0.42031, 1.28790], [-1.63983, -2.51491, 0.50558], [1.01184, -3.93458, 0.30719], [1.61484, 0.79642, 0.11080], [1.07345, -1.37596, -2.26932], [1.92992, 0.27588, 2.19808], [-0.18763, 0.29892, -2.83349], [-1.71825, 0.54386, 0.40035], [-0.48167, -0.05257, -3.82624], [-1.27532, -0.39696, 0.77240], [0.67766, 0.95800, -2.95277], [-1.26310, 1.05529, -2.24797]]}



# 3
{"formula": "C9H18CuNO11", "method": "wB97M-V/def2-TZVPD", "e_lumo_ev": [2.534, 2.464], "energy_ev": -78279.7129, "multiplicity": 2, "e_above_lowest_kcal_mol": 0.0, "charge": -1, "symbols": ["H", "H", "O", "C", "O", "O", "C", "C", "C", "N", "H", "H", "O", "O", "H", "O", "O", "H", "H", "Cu", "H", "H", "H", "H", "O", "C", "H", "O", "H", "O", "C", "C", "H", "O", "H", "C", "H", "C", "H", "H"], "xyz": [[1.76871, 0.24892, 3.32173], [-2.63557, 4.01321, -2.15967], [-1.70800, -0.67151, 0.30654], [1.66403, -1.12063, 1.72431], [-1.21679, 1.93274, -0.48594], [0.50623, 0.94244, 1.79153], [0.08262, -1.50065, -3.12139], [0.99197, -0.08084, 2.61986], [2.61855, 1.33447, -1.94635], [0.97662, -1.51097, 0.51494], [-3.61589, -1.21971, -0.20123], [1.90489, -1.94400, 2.42603], [-0.33507, -0.90161, -2.08829], [0.13643, -1.07572, -4.27078], [-0.38855, -2.94145, -0.14961], [1.99509, 0.85379, -0.95011], [-0.98643, 2.52281, -2.63272], [-3.54613, -0.11907, 1.14983], [0.05076, -3.15933, 1.56249], [0.08192, 0.27323, -0.34656], [0.16349, -0.42520, 3.25535], [0.87114, -3.02465, -3.77364], [-3.10259, 0.51064, -0.46627], [-2.22399, -2.49496, 1.01416], [3.94453, 1.66496, -1.70154], [0.25453, 2.15998, 2.43058], [4.22687, 1.92114, -2.58782], [-2.50869, 3.52829, -1.33962], [0.17645, 2.92595, 1.66403], [2.20696, 1.53656, -3.08623], [-1.50255, 2.62270, -1.53283], [-3.07124, -0.35332, 0.18882], [-0.66845, 2.16507, 3.02508], [0.59584, -2.77820, -2.88089], [1.62110, -1.93841, -0.13917], [-1.44235, -1.74189, 1.17544], [1.05178, 2.43141, 3.13367], [-0.13456, -2.41859, 0.77206], [-1.47094, -1.44019, 2.22970], [2.66728, -0.72740, 1.55449]]}



# 4
{"formula": "C9H18F6MnNO5PS2", "method": "wB97M-V/def2-TZVPD", "e_lumo_ev": [-5.735, -4.071], "energy_ev": -99930.3612, "multiplicity": 5, "e_above_lowest_kcal_mol": 0.0, "charge": 1, "symbols": ["O", "H", "C", "C", "C", "H", "C", "F", "F", "H", "H", "F", "H", "H", "F", "F", "H", "S", "H", "H", "H", "O", "O", "C", "C", "H", "H", "C", "N", "P", "O", "H", "C", "H", "O", "H", "Mn", "C", "H", "S", "H", "H", "F"], "xyz": [[-0.58460, -0.18311, 2.77337], [-0.81912, 0.52724, -3.34548], [-2.56303, 0.11352, -0.73331], [-0.73735, 2.20701, 0.16935], [0.69950, 2.56121, 0.54742], [4.06794, 0.08723, -1.40165], [1.40200, -1.46904, 4.04500], [2.28809, -2.41833, 3.80565], [1.17874, -5.06911, 1.44015], [3.17014, 1.60474, -1.18371], [-4.64709, 0.63752, -0.69052], [0.62821, -1.80020, 5.05564], [-2.56192, -0.29903, 0.27825], [0.70058, 3.41546, 1.22253], [2.01390, -0.32106, 4.28483], [1.77473, -3.47367, 0.09128], [1.31821, 1.80401, -2.82909], [-0.65838, -3.25418, 0.97765], [-3.59796, 1.96529, -0.21767], [1.30019, 2.82008, -0.32238], [-1.75660, 1.93808, -2.88844], [-1.80979, -4.06865, 1.00842], [2.04457, -0.11847, -1.38278], [-0.81602, 1.41215, -2.70431], [0.37543, 2.31378, -3.01814], [-3.75311, 1.51376, -1.92097], [-1.30111, 1.91868, 1.06011], [0.77506, -4.30466, 0.45298], [-0.25420, -2.65379, 2.35244], [-0.90626, 0.81499, -0.99048], [1.36264, -0.91776, 1.47914], [1.18334, 1.73369, 1.06812], [3.20992, 0.54939, -0.91365], [-2.67246, -0.73260, -1.41486], [-0.64377, -2.20547, -0.09536], [-1.25349, 3.05875, -0.28256], [0.73948, -0.86351, -0.48224], [-3.69760, 1.12542, -0.90493], [3.32571, 0.45218, 0.16755], [0.36199, -1.22225, 2.53626], [0.34377, 3.23310, -2.43410], [0.34701, 2.59470, -4.06958], [0.42275, -5.02713, -0.58994]]}



# 5
{"formula": "C9H18FO9Rb", "method": "wB97M-V/def2-TZVPD", "e_lumo_ev": -0.048, "energy_ev": -31425.8080, "multiplicity": 1, "e_above_lowest_kcal_mol": 0.0, "charge": 0, "symbols": ["H", "H", "H", "F", "C", "C", "C", "H", "O", "C", "C", "C", "C", "O", "O", "C", "H", "H", "Rb", "H", "H", "H", "H", "H", "C", "O", "H", "H", "H", "O", "O", "H", "O", "H", "O", "H", "O", "H"], "xyz": [[0.59649, -4.26433, 10.32030], [2.61379, -9.81728, 7.75344], [-2.40205, -9.29093, 4.22432], [2.87720, -4.38684, 7.98120], [-1.99397, -8.77055, 5.08502], [0.02190, -8.82075, 6.25013], [-1.60679, -2.67529, 9.43423], [-3.72605, -1.32736, 8.34010], [0.37514, -1.08982, 6.44908], [0.64745, -3.22463, 9.98862], [-1.60659, -1.10347, 3.52605], [0.05490, 0.20506, 6.93670], [-3.83072, -2.02879, 9.17395], [-0.74112, -9.40640, 5.34159], [-0.60172, -2.57585, 10.27811], [-0.17422, -1.55613, 5.33552], [-4.63049, -1.69005, 9.82287], [1.39379, -2.69131, 10.56041], [0.52992, -5.02774, 6.64026], [0.87058, 0.50390, 7.59693], [-0.84711, 0.18468, 7.54809], [-2.66351, -8.88825, 5.93457], [-1.84821, -7.71746, 4.85630], [2.88241, -8.46453, 6.64612], [2.14105, -8.97416, 7.25758], [-1.63427, -3.21485, 8.35229], [-4.06028, -3.00374, 8.74616], [-1.37405, -2.14168, 3.30658], [0.00336, 0.93322, 6.13242], [-2.64866, -2.04856, 9.97182], [-1.04807, -0.71749, 4.78067], [-2.68512, -0.99256, 3.60335], [1.13300, -9.52057, 6.38289], [-1.19639, -0.45450, 2.75819], [0.10187, -2.65394, 4.93843], [0.94611, -3.26434, 8.94455], [-0.27177, -7.82048, 6.86535], [1.71154, -8.31101, 7.99832]]}



# 6
{"formula": "C9H18N2", "method": "wB97M-V/def2-TZVPD", "e_lumo_ev": -8.635, "energy_ev": -12584.7630, "multiplicity": 1, "e_above_lowest_kcal_mol": 55.6, "charge": 2, "symbols": ["H", "H", "H", "H", "H", "C", "H", "C", "H", "C", "N", "H", "C", "C", "H", "H", "H", "H", "C", "N", "H", "C", "H", "C", "C", "H", "H", "H", "H"], "xyz": [[1.16355, 1.08772, 2.23643], [-3.73547, 0.43682, -0.48738], [2.86247, 2.10848, 0.71852], [0.91807, 0.44056, -1.59435], [-2.14787, -1.41098, -0.45620], [-3.36204, 0.07326, 0.50336], [-1.75842, -0.97710, 1.27902], [-0.33496, 0.88682, 0.91884], [2.63672, -1.01105, -0.92467], [3.03975, 1.15397, 0.15623], [-0.94068, 0.31983, -0.23943], [3.97929, 0.72707, 0.66790], [1.96022, 0.26907, 0.40524], [-1.17904, 1.01038, -1.50752], [3.52746, 1.27160, -0.82154], [1.21611, -2.80047, -0.65698], [0.29077, -1.90040, 0.71463], [-1.00734, 1.31338, 1.62148], [-0.16353, 0.01698, -1.48797], [1.90405, -0.87292, -0.19826], [-3.30611, 0.98376, 1.14066], [0.92264, 0.88378, 1.16685], [-2.13359, 0.69461, -1.97122], [-2.01014, -0.61340, 0.28693], [1.17866, -2.10917, 0.19805], [-0.47814, -0.92735, -1.98846], [1.90082, -2.55555, 0.87986], [-0.81159, 2.01246, -1.49540], [-4.13166, -0.51219, 0.93536]]}